1.
# C7H11CoN2O6S

C7H11CoN2O6S as an isolated structure in a non-equilibrium geometry (ωB97M-V with the def2-TZVPD basis set, the Open Molecules 2025 dataset).

**E**: -2614.92812 Ha
**Energy above the lowest of the compared OMol25 structures with the same formula, charge and spin**: 3.2547 eV
**Gap between HOMO and LUMO (alpha / beta)**: 6.778 / 7.448 eV

Structure (ORCA input):
```
! RIJCOSX wB97M-V def2-TZVPD def2/J DEFGRID3
* xyz 1 2
Co 0.134 -0.858 -0.673
O 2.143 -3.323 1.592
C 1.336 -2.282 1.212
O 1.101 -2.224 -0.132
C 1.992 -0.932 1.632
O 1.119 0.140 1.219
C 0.125 0.506 2.171
C -0.950 -0.537 2.382
O -1.735 -0.535 3.259
O -1.009 -1.487 1.272
H 2.270 -3.919 0.845
H 2.912 -0.817 1.060
H 2.194 -0.913 2.704
H -0.357 1.402 1.777
H 0.571 0.751 3.137
S -0.482 -3.571 2.896
C -0.045 -2.345 1.913
C -1.794 2.880 -1.437
N -1.226 2.380 -2.682
C -0.627 1.197 -2.772
N -0.127 0.802 -3.951
O -0.530 0.457 -1.752
H -2.463 3.704 -1.662
H -1.011 3.235 -0.766
H -2.353 2.086 -0.948
H -1.202 2.999 -3.474
H -0.302 1.301 -4.806
H 0.316 -0.097 -4.015
*
```

=====

2.
# C42H44AsFeN6OS

C42H44AsFeN6OS as an isolated structure (ωB97M-V with the def2-TZVPD basis set, the Open Molecules 2025 dataset).

**E**: -5928.31776 Ha
**Energy above the lowest of the compared OMol25 structures with the same formula, charge and spin**: 0.2114 eV
**Gap between HOMO and LUMO (alpha / beta)**: 4.866 / 4.884 eV

Structure (ORCA input):
```
! RIJCOSX wB97M-V def2-TZVPD def2/J DEFGRID3
* xyz -1 5
Fe -0.674 -0.029 0.726
C -3.528 1.198 1.660
C -2.794 2.531 1.637
C -1.403 2.514 2.232
C -0.845 3.671 2.718
C 0.595 3.702 2.804
C 1.301 2.562 2.798
C 0.519 1.276 2.923
N -0.738 1.353 2.158
N -3.078 0.200 0.675
C -3.409 0.586 -0.689
C -2.645 -0.240 -1.687
C -2.952 -0.161 -3.044
C -2.222 -0.917 -3.936
C -1.198 -1.728 -3.454
C -0.940 -1.722 -2.100
N -1.656 -1.004 -1.225
C -3.688 -1.092 0.976
C -2.919 -1.898 1.990
C -3.563 -2.883 2.727
C -2.833 -3.627 3.638
C -1.488 -3.342 3.802
C -0.924 -2.343 3.027
N -1.618 -1.647 2.120
H -4.606 1.373 1.507
H -3.405 0.746 2.647
H -3.392 3.236 2.222
H -2.745 2.939 0.623
H -1.425 4.584 2.736
H 1.103 4.661 2.780
H 2.382 2.528 2.744
H 0.250 1.128 3.988
H -3.117 1.623 -0.865
H -4.490 0.499 -0.885
H -3.731 0.513 -3.373
H -2.433 -0.868 -4.997
H -0.594 -2.332 -4.117
H -0.123 -2.300 -1.685
H -3.754 -1.681 0.059
H -4.717 -0.953 1.336
H -4.622 -3.052 2.583
H -3.309 -4.409 4.216
H -0.871 -3.883 4.505
H 0.120 -2.080 3.127
C -4.554 4.031 -4.997
C -3.078 3.981 -4.721
C -2.144 4.400 -5.662
C -0.816 4.277 -5.286
N -0.425 3.816 -4.112
C -1.396 3.452 -3.231
S -0.943 2.870 -1.683
N -2.719 3.511 -3.535
H -4.767 4.456 -5.978
H -5.052 4.626 -4.232
H -4.975 3.025 -4.948
H -2.434 4.789 -6.628
H -0.024 4.567 -5.973
C 1.293 0.102 2.454
C 2.023 -0.846 2.220
C 2.885 -1.937 1.978
C 2.331 -3.189 1.514
C 2.881 -4.451 1.841
C 2.274 -5.634 1.463
C 1.083 -5.640 0.740
C 0.528 -4.414 0.393
C 1.141 -3.227 0.752
C 4.296 -1.722 2.242
C 5.315 -2.536 1.699
C 6.656 -2.289 1.939
C 7.062 -1.213 2.721
C 6.078 -0.382 3.246
C 4.736 -0.626 3.017
H 3.778 -4.491 2.445
H 2.728 -6.574 1.758
H 0.607 -6.570 0.456
H -0.400 -4.386 -0.171
H 0.706 -2.278 0.453
H 5.044 -3.360 1.051
H 7.399 -2.942 1.493
H 8.111 -1.023 2.906
H 6.362 0.472 3.853
H 3.994 0.038 3.442
C 1.188 1.073 -3.434
As 1.718 1.133 -1.587
C 3.391 0.163 -1.606
C 2.227 2.858 -0.912
O 0.788 0.227 -0.550
H 1.416 2.035 -3.890
H 0.115 0.921 -3.482
H 1.731 0.259 -3.915
H 4.096 0.638 -2.291
H 3.200 -0.861 -1.923
H 3.800 0.146 -0.596
H 2.181 3.582 -1.724
H 3.231 2.771 -0.500
H 1.517 3.139 -0.139
*
```

=====

3.
# C4H9P3

One molecule with the formula C4H9P3 in a non-equilibrium geometry (ωB97M-V with the def2-TZVPD basis set, the Open Molecules 2025 dataset).

**E**: -1181.78698 Ha
**Energy above the lowest of the compared OMol25 structures with the same formula, charge and spin**: 0.7147 eV
**Gap between HOMO and LUMO**: 9.090 eV

Structure (ORCA input):
```
! RIJCOSX wB97M-V def2-TZVPD def2/J DEFGRID3
* xyz 0 1
C -1.749 2.107 2.350
C -1.892 1.228 1.329
P -0.421 0.177 0.871
P -0.849 -1.484 -0.660
C 0.776 -2.401 -0.459
P -0.255 0.480 -1.303
C 1.615 0.174 -1.580
H -2.518 2.859 2.538
H -0.749 2.435 2.692
H -2.764 1.274 0.704
H 1.197 -2.464 -1.397
H 0.457 -3.264 -0.079
H 1.458 -1.837 0.097
H 1.800 0.530 -2.613
H 1.791 -0.873 -1.468
H 2.105 1.059 -1.021
*
```

=====

4.
# C3H3IN2S

C3H3IN2S as an isolated structure in a non-equilibrium geometry (ωB97M-V with the def2-TZVPD basis set, the Open Molecules 2025 dataset).

**E**: -921.48956 Ha
**Energy above the lowest of the compared OMol25 structures with the same formula, charge and spin**: 0.0214 eV
**Gap between HOMO and LUMO**: 9.579 eV

Structure (ORCA input):
```
! RIJCOSX wB97M-V def2-TZVPD def2/J DEFGRID3
* xyz 0 1
C -1.445 -0.371 -0.274
C -1.806 -1.765 -0.611
C -0.045 0.142 -0.002
N -2.512 0.365 -0.269
N -3.056 -1.988 -0.763
S -3.889 -0.570 -0.612
I -0.542 -3.468 -0.746
H 0.640 0.032 -0.763
H 0.027 1.258 0.254
H 0.326 -0.468 0.724
*
```

=====

5.
# C20H20BrN3O4STl

C20H20BrN3O4STl as an isolated structure in a non-equilibrium geometry (ωB97M-V with the def2-TZVPD basis set, the Open Molecules 2025 dataset).

**E**: -4383.80400 Ha
**Energy above the lowest of the compared OMol25 structures with the same formula, charge and spin**: 0.0000 eV
**Gap between HOMO and LUMO**: 7.097 eV

Structure (ORCA input):
```
! RIJCOSX wB97M-V def2-TZVPD def2/J DEFGRID3
* xyz 1 1
Tl -10.157 -7.325 -6.599
Br -4.547 -12.199 -8.054
C -5.620 -10.747 -7.482
C -5.062 -9.626 -6.854
C -5.901 -8.589 -6.454
C -7.289 -8.601 -6.679
O -7.938 -7.557 -6.263
C -7.819 -9.782 -7.283
C -9.209 -10.119 -7.487
N -10.212 -9.519 -6.998
C -11.498 -10.103 -7.036
C -11.749 -11.431 -6.878
C -13.081 -11.936 -6.782
C -14.141 -11.089 -6.857
C -13.899 -9.710 -6.857
C -14.947 -8.775 -6.652
C -14.761 -7.414 -6.617
C -13.382 -7.013 -6.688
N -12.400 -7.866 -6.963
C -12.600 -9.215 -6.965
C -6.941 -10.800 -7.627
H -4.013 -9.500 -6.714
H -5.438 -7.698 -5.972
H -9.402 -11.092 -7.983
H -10.949 -12.159 -6.855
H -13.250 -13.015 -6.804
H -15.126 -11.477 -6.876
H -15.984 -9.167 -6.635
H -15.512 -6.656 -6.489
H -13.120 -5.946 -6.618
H -7.344 -11.630 -8.126
N -9.108 -5.970 -8.377
C -9.624 -4.609 -8.237
C -10.855 -4.575 -7.331
O -11.849 -4.019 -7.698
O -10.680 -5.228 -6.183
H -8.161 -6.099 -8.029
H -9.137 -6.297 -9.336
H -9.898 -4.221 -9.203
H -8.890 -3.839 -7.934
C -9.657 -8.867 -2.151
S -10.064 -7.324 -3.048
C -8.331 -6.684 -3.293
O -10.506 -7.900 -4.427
H -9.254 -8.610 -1.180
H -8.953 -9.289 -2.801
H -10.547 -9.433 -2.099
H -7.972 -6.495 -2.328
H -8.463 -5.836 -3.966
H -7.701 -7.469 -3.734
*
```

=====

6.
# C14H27NO10P2S

One molecule with the formula C14H27NO10P2S in a non-equilibrium geometry (ωB97M-V with the def2-TZVPD basis set, the Open Molecules 2025 dataset).

**E**: -2437.68740 Ha
**Energy above the lowest of the compared OMol25 structures with the same formula, charge and spin**: 0.0000 eV
**Gap between HOMO and LUMO**: 9.587 eV

Structure (ORCA input):
```
! RIJCOSX wB97M-V def2-TZVPD def2/J DEFGRID3
* xyz 0 1
C -0.461 -3.411 3.924
O 0.454 -2.363 3.654
C 0.251 -1.174 4.362
C 0.131 0.043 3.445
C 1.060 -0.020 2.214
C 0.388 -0.223 0.844
S 1.333 -1.602 0.028
C 3.100 -1.361 0.163
O 1.008 -2.768 0.810
O 0.996 -1.798 -1.360
C -1.042 -0.844 0.812
O -1.625 -1.504 1.637
O -1.567 -0.571 -0.406
C -1.005 0.607 -1.070
N -0.325 0.455 -2.288
C -0.887 -0.081 -3.316
C -1.555 -1.408 -3.349
C -0.812 0.656 -4.619
P -2.467 1.695 -1.345
O -2.130 2.982 -1.955
O -3.313 1.850 0.004
O -3.419 0.868 -2.344
C 0.084 1.046 -0.004
C 1.262 1.819 -0.587
O 2.304 0.963 -1.010
C 2.817 1.353 -2.270
P -0.559 2.341 1.216
O -0.763 3.669 0.601
H -1.171 -3.481 3.103
H 0.107 -4.339 3.939
H -0.947 -3.313 4.893
H 1.123 -1.018 5.008
H -0.612 -1.193 5.028
H -0.904 0.245 3.197
H 0.459 0.896 4.042
H 1.790 -0.794 2.428
H 1.642 0.896 2.143
H 3.441 -1.127 -0.838
H 3.563 -2.289 0.469
H 3.347 -0.506 0.782
H -2.637 -1.256 -3.320
H -1.321 -1.939 -4.268
H -1.297 -2.040 -2.507
H 0.142 0.381 -5.080
H -0.828 1.726 -4.455
H -1.583 0.306 -5.297
H -3.449 2.807 0.081
H -4.313 1.212 -2.243
H 0.952 2.491 -1.380
H 1.669 2.470 0.198
H 3.602 0.652 -2.538
H 2.049 1.327 -3.042
H 3.224 2.365 -2.223
H -1.705 1.825 1.852
H 0.399 2.478 2.238
*
```